# 1
DFT (ωB97M-V/def2-TZVPD) results for an isolated ion of composition C5H7N2O2S and charge +1.

XYZ file:
```
17
Properties=species:S:1:pos:R:3
C 1.61 -0.50 0.13
C -2.82 0.30 -0.04
C 4.13 0.07 0.03
C -2.07 -0.86 -0.06
C 0.21 -0.09 0.06
N -2.58 1.59 0.01
N -0.73 -1.10 0.05
O 2.07 -1.62 0.01
O -0.04 1.10 0.04
S 2.73 0.92 0.28
H -3.91 0.05 -0.04
H 4.04 -0.99 -0.11
H 5.21 0.53 -0.09
H -2.56 -1.74 0.15
H -3.22 2.25 -0.28
H -1.68 2.11 -0.02
H -0.39 -2.03 -0.11
```

- HOMO level (alpha / beta) (eV) = -10.936 / -13.028
- multiplicity = 1
- gap between HOMO and LUMO (alpha / beta) (eV) = 4.185 / 8.195
- maximum force (eV Å⁻¹) = 2.99
- energy (eV) = -23199.1511
- total charge = +1
- LUMO (alpha / beta) (eV) = -6.75 / -4.83

Atomic partial charges in e from the Mulliken method, atoms 1 to 8:
1 C 0.586
2 C -0.010
3 C -0.405
4 C -0.229
5 C 0.527
6 N -0.259
7 N -0.107
8 O -0.584



# 2
DFT (ωB97M-V/def2-TZVPD) results for C56H44N6O9S2W as an isolated structure.

XYZ file:
```
118
Properties=species:S:1:pos:R:3
W 0.88 -1.21 0.08
O 4.43 -0.86 1.74
C 3.86 0.08 2.72
C 2.67 0.75 1.96
O 2.40 1.95 1.94
O 1.78 -0.07 1.45
C 4.99 1.04 3.02
C 5.59 1.10 4.28
C 6.70 1.95 4.47
C 7.12 2.80 3.45
C 6.52 2.73 2.20
C 5.47 1.91 2.01
C 3.27 -0.72 3.94
C 3.86 -1.88 4.32
C 3.38 -2.65 5.31
C 2.26 -2.22 6.00
C 1.70 -1.02 5.71
C 2.19 -0.21 4.67
H 5.23 -1.16 2.17
H 5.19 0.52 5.07
H 7.17 2.04 5.45
H 8.01 3.40 3.57
H 6.93 3.26 1.35
H 5.00 1.82 1.02
H 4.68 -2.26 3.72
H 3.94 -3.49 5.69
H 1.93 -2.86 6.81
H 0.88 -0.65 6.29
H 1.63 0.69 4.27
C -10.43 4.83 -5.02
O -10.09 3.47 -4.83
C -8.78 3.21 -4.53
C -7.80 4.10 -4.39
C -6.49 3.69 -4.07
C -6.22 2.37 -3.80
C -7.30 1.44 -3.89
C -8.53 1.87 -4.24
C -4.97 1.69 -3.52
N -4.98 0.48 -3.02
C -3.69 0.34 -2.51
C -2.93 1.44 -2.74
N -3.78 2.33 -3.37
C -1.63 1.67 -2.19
C -0.82 2.80 -2.35
C 0.36 2.91 -1.60
C 0.78 1.83 -0.86
N 0.09 0.69 -0.84
C -1.08 0.59 -1.43
C -1.85 -0.63 -1.27
N -1.26 -1.58 -0.51
C -1.91 -2.71 -0.29
C -3.20 -2.88 -0.78
C -3.83 -1.93 -1.52
C -3.13 -0.74 -1.80
H -11.51 4.82 -5.08
H -9.96 5.24 -5.91
H -10.22 5.45 -4.17
H -8.09 5.13 -4.60
H -5.68 4.32 -4.16
H -7.07 0.44 -3.65
H -9.42 1.19 -4.35
H -3.66 3.35 -3.61
H -1.11 3.55 -3.00
H 0.98 3.84 -1.62
H 1.73 1.80 -0.33
H -1.42 -3.53 0.21
H -3.67 -3.84 -0.57
H -4.84 -2.14 -1.91
O -2.79 -2.13 2.27
S -1.63 -1.36 2.69
O -1.30 -1.12 4.05
N -0.22 -1.88 1.96
C 0.11 -3.05 2.51
C -0.45 -3.89 3.51
C 0.13 -4.93 4.15
C 1.36 -5.33 3.77
C 2.01 -4.68 2.69
C 3.33 -5.14 2.26
C 3.98 -4.41 1.29
C 3.37 -3.15 0.85
N 2.13 -2.77 1.20
C 1.51 -3.54 2.13
C -1.82 0.32 1.96
C -0.74 1.32 2.04
C -1.07 2.67 1.67
C -2.32 2.99 1.19
C -3.31 1.99 1.07
C -3.09 0.64 1.41
H -1.37 -3.54 3.90
H -0.36 -5.54 4.93
H 1.79 -6.27 4.13
H 3.87 -6.05 2.61
H 4.97 -4.69 1.00
H 3.96 -2.61 0.15
H 0.20 1.13 2.55
H -0.18 3.29 1.54
H -2.51 4.04 0.96
H -4.31 2.23 0.71
H -3.87 -0.11 1.42
O 1.08 -2.71 -1.12
O 0.75 -1.53 -1.84
C 5.08 0.13 -1.67
S 3.76 -1.10 -1.84
O 2.84 -0.53 -0.76
C 3.15 -0.72 -3.40
C 2.65 0.53 -3.72
C 1.93 0.74 -4.93
C 1.97 -0.27 -5.85
C 2.52 -1.52 -5.55
C 3.05 -1.83 -4.30
H 4.59 1.08 -1.79
H 5.83 -0.06 -2.48
H 5.56 -0.08 -0.68
H 2.77 1.32 -3.04
H 1.52 1.72 -5.01
H 1.47 -0.17 -6.80
H 2.52 -2.29 -6.34
H 3.36 -2.83 -4.02
```

- HOMO level (alpha / beta) (eV) = -11.699 / -11.698
- multiplicity = 3
- gap between HOMO and LUMO (alpha / beta) (eV) = 6.003 / 3.751
- expectation value of S² = 2.036
- maximum force (eV Å⁻¹) = 5.19
- energy (eV) = -109634.5369
- total charge = +2
- LUMO (alpha / beta) (eV) = -5.70 / -7.95

Atomic partial charges in e from the Mulliken method, atoms 1 to 8:
1 W 2.341
2 O -0.304
3 C 2.601
4 C -2.127
5 O -0.689
6 O 2.057
7 C 0.332
8 C -0.407